# C5H8FNS

A structure of composition C5H8FNS (ωB97M-V with the def2-TZVPD basis set, OMol25).

Each line ends with the natural charge from an NBO analysis.
Cartesian coordinates (Å):
C  -1.576  1.695  0.056  -0.437
C  -0.459  1.106  -0.147  0.210
C  -2.156  -0.893  0.264  0.238
C  0.954  1.439  -0.175  -0.699
C  0.180  -1.535  0.222  -0.422
N  -0.850  -0.658  0.450  -0.473
F  -2.461  -1.575  -1.056  -0.448
S  -3.011  0.776  0.273  0.264
H  -1.857  2.702  -0.136  0.252
H  -2.740  -1.405  0.977  0.188
H  1.225  2.012  -1.142  0.242
H  1.598  0.539  -0.168  0.250
H  1.172  2.132  0.716  0.241
H  0.505  -1.766  -0.820  0.186
H  0.953  -1.395  0.831  0.192
H  -0.095  -2.533  0.471  0.216

Computed properties:
Kohn-Sham gap   0.3391 Ha
Strongest force on any atom   5.37 eV Å⁻¹
E_HOMO   -8.52 eV